{"formula": "C21H19N3O4", "method": "wB97M-V/def2-TZVPD", "homo_ha": -0.30796, "gap_ev": 8.7695, "charge": 0, "relative_energy_kcal_mol": 127.1, "smiles": "CN(C(=O)c1cc(Cc2ccccc2)on1)[C@H]1COc2ccccc2NC1=O", "lumo_energy_ha": 0.01432, "multiplicity": 1, "symbols": ["C", "N", "C", "O", "C", "C", "C", "C", "C", "C", "C", "C", "C", "C", "O", "N", "C", "C", "O", "C", "C", "C", "C", "C", "C", "N", "C", "O", "H", "H", "H", "H", "H", "H", "H", "H", "H", "H", "H", "H", "H", "H", "H", "H", "H", "H", "H"], "coordinates": [[-3.193705, 0.739200, 0.119643], [-1.733989, 0.475514, -0.139310], [-1.348005, -0.603080, -0.882435], [-2.239209, -1.455398, -1.006144], [-0.050965, -0.801440, -1.608574], [0.201066, -2.168971, -2.122097], [1.431847, -2.053449, -2.673873], [2.117805, -3.173546, -3.410967], [2.987670, -3.914110, -2.343055], [4.268881, -4.325158, -2.707392], [4.928980, -5.194678, -1.799452], [4.288865, -5.649329, -0.618797], [3.059995, -5.243496, -0.249302], [2.408829, -4.333116, -1.105288], [2.011731, -0.893254, -2.487749], [1.052800, -0.072044, -1.749803], [-0.624314, 1.340949, 0.445802], [-0.693050, 2.779696, -0.066424], [-1.821407, 3.614787, 0.211597], [-2.148996, 4.081328, 1.447356], [-2.767451, 5.348055, 1.471002], [-3.222878, 5.890552, 2.617161], [-2.890096, 5.394816, 3.922817], [-2.148193, 4.185431, 3.903016], [-1.790751, 3.447089, 2.678733], [-1.100063, 2.243362, 2.884067], [-0.653482, 1.295333, 2.018082], [-0.129297, 0.328987, 2.577302], [-3.484465, 1.320691, -0.779691], [-3.403913, 1.194503, 1.040667], [-3.839952, -0.194700, 0.099973], [-0.501119, -2.943837, -2.126691], [2.761132, -2.742541, -4.244895], [1.396940, -3.756990, -3.878315], [4.749392, -4.063269, -3.621978], [5.928587, -5.596493, -1.944223], [4.841271, -6.247214, 0.106460], [2.708919, -5.446462, 0.785797], [1.490966, -4.018621, -0.661686], [0.335164, 1.183402, 0.129539], [-0.577921, 2.750764, -1.176947], [0.287679, 3.256061, 0.284527], [-3.056198, 5.892483, 0.578274], [-3.911960, 6.774348, 2.548446], [-3.223428, 5.854073, 4.901624], [-1.929045, 3.600378, 4.816852], [-0.774664, 1.899399, 3.816351]], "atomic_forces_ev_per_a": [[0.25, -1.75, -2.56], [2.94, 0.99, 0.97], [-3.43, -0.28, 0.76], [1.63, -0.13, -1.03], [2.62, -2.41, -0.21], [0.33, 3.56, 0.14], [-1.04, -2.18, -0.84], [2.94, 2.52, 1.32], [-1.36, -0.61, -0.45], [0.17, -1.64, 2.35], [-0.76, -0.18, 0.39], [2.48, -0.34, -0.57], [-1.07, 1.80, 0.12], [1.00, -0.71, 0.01], [-1.74, 1.48, 1.25], [-0.64, -0.22, -0.31], [-5.35, 2.39, 1.45], [1.32, 1.09, -0.08], [-0.02, -0.75, -0.71], [1.69, -0.38, 1.09], [-0.39, -1.10, -0.60], [-1.07, 1.80, 3.00], [0.50, -1.47, -0.91], [-0.45, -0.76, -0.88], [-1.12, 2.80, 1.20], [0.05, 0.03, -0.45], [1.35, -2.00, 0.07], [-0.23, 0.19, -0.99], [-0.34, 0.09, 0.95], [0.23, 1.07, 1.15], [1.40, 0.88, -0.02], [-0.64, -0.94, -0.10], [-0.56, -0.54, 1.13], [-1.27, -1.36, -0.52], [0.05, 0.34, -0.52], [-0.09, 0.36, -0.39], [0.14, -0.10, -0.46], [-0.12, -0.01, -1.10], [-0.78, 0.71, -0.70], [2.29, -2.01, -0.70], [-0.47, 0.06, 0.81], [-1.31, -0.17, -0.14], [0.34, -0.58, -0.32], [1.00, -0.76, 0.09], [0.44, -0.57, -1.52], [-0.05, 0.79, -0.34], [-0.87, 1.02, -0.83]]}